(1)
The following is a DFT calculation (the ωB97M-V functional and the def2-TZVPD basis) of a structure of composition C30H73AsBF6N3NaO4Sn.

XYZ file:
```
120
C30H73AsBF6N3NaO4Sn, DFT the ωB97M-V functional and the def2-TZVPD basis
Na -2.908 0.048 -2.787
Sn 0.290 4.022 -3.786
B -2.422 2.248 -4.148
H -2.437 2.600 -3.128
H -3.327 1.718 -4.401
H -2.314 3.141 -4.743
H -1.568 1.611 -4.318
As 0.248 0.285 -0.842
F 2.022 0.445 -0.789
F 0.106 1.186 0.730
F -1.532 0.022 -0.987
F 0.412 -0.716 -2.326
F 0.390 -1.187 0.247
F 0.030 1.783 -1.860
C 5.957 -1.169 -0.597
C 4.801 -1.802 -1.471
N 4.111 -3.007 -0.984
C 3.423 -2.634 0.263
C 2.666 -3.918 0.902
C 3.243 -3.477 -2.034
C 3.858 -3.678 -3.375
H 5.668 -0.612 0.294
H 6.494 -0.402 -1.154
H 6.683 -1.854 -0.157
H 4.045 -1.021 -1.566
H 5.282 -2.082 -2.408
H 4.059 -2.219 1.045
H 2.677 -1.863 0.071
H 1.780 -3.700 1.499
H 2.124 -4.485 0.146
H 3.227 -4.631 1.506
H 2.426 -2.764 -2.149
H 2.888 -4.450 -1.694
H 4.071 -2.770 -3.939
H 3.178 -4.183 -4.061
H 4.765 -4.279 -3.310
C 0.920 -1.094 7.174
C 1.803 -2.216 6.695
N 1.708 -2.300 5.242
C 0.368 -2.701 4.743
C 0.081 -1.974 3.506
C 2.794 -3.045 4.591
C 4.224 -2.761 5.105
H -0.141 -1.330 7.257
H 0.960 -0.319 6.409
H 1.256 -0.649 8.111
H 2.794 -1.934 7.050
H 1.649 -3.168 7.203
H 0.244 -3.777 4.626
H -0.421 -2.375 5.422
H -0.972 -2.197 3.336
H 0.339 -0.916 3.451
H 0.628 -2.247 2.603
H 2.785 -2.930 3.507
H 2.681 -4.115 4.763
H 4.950 -3.221 4.435
H 4.484 -3.197 6.069
H 4.508 -1.713 5.199
C -5.221 2.575 -1.308
C -5.328 1.181 -0.568
N -4.963 -0.037 -1.199
C -5.245 -1.258 -0.387
C -4.532 -1.315 0.870
C -5.697 -0.176 -2.509
C -7.180 -0.197 -2.439
H -5.221 3.445 -0.651
H -6.103 2.674 -1.940
H -4.358 2.603 -1.973
H -4.703 1.232 0.324
H -6.348 1.134 -0.186
H -5.070 -2.238 -0.832
H -6.302 -1.120 -0.157
H -3.464 -1.376 0.661
H -4.839 -2.270 1.297
H -4.783 -0.511 1.562
H -5.311 0.547 -3.228
H -5.396 -1.171 -2.836
H -7.686 -0.422 -3.378
H -7.606 -1.032 -1.882
H -7.467 0.753 -1.987
C 0.143 4.762 1.722
C -0.445 4.750 0.286
O 0.145 4.345 -0.702
C -1.933 5.050 0.193
H -0.256 4.059 2.454
H 0.075 5.789 2.080
H 1.215 4.712 1.529
H -2.241 5.627 1.065
H -2.412 4.079 0.322
H -2.234 5.444 -0.778
C -4.151 1.961 4.295
C -3.902 2.244 2.884
O -4.721 2.857 2.209
C -2.419 2.170 2.606
H -3.626 1.102 4.713
H -5.202 2.002 4.581
H -3.567 2.711 4.828
H -1.860 2.932 3.149
H -2.095 2.392 1.589
H -2.036 1.195 2.907
C 4.156 2.685 -0.953
C 3.903 4.215 -1.351
O 3.111 4.621 -2.182
C 4.725 5.271 -0.702
H 4.545 2.152 -1.820
H 3.146 2.331 -0.746
H 4.814 2.725 -0.085
H 4.380 6.269 -0.972
H 5.761 5.292 -1.040
H 4.635 5.152 0.378
C 0.376 -2.179 -5.807
C 0.522 -1.557 -7.183
O -0.258 -0.692 -7.600
C 1.637 -2.070 -8.059
H 0.638 -1.388 -5.105
H 0.993 -3.063 -5.646
H -0.680 -2.413 -5.678
H 2.514 -1.894 -7.436
H 1.821 -1.582 -9.016
H 1.549 -3.112 -8.368
```

Computed properties:
2S+1 ... 1
Charge ... +1
F_max ... 4.905 eV/Å
Highest occupied orbital energy ... -9.4 eV

***

(2)
The following is a DFT calculation (the ωB97M-V functional and the def2-TZVPD basis) of a structure of composition C46H38BN18O4Zr.

XYZ file:
```
108
C46H38BN18O4Zr, DFT the ωB97M-V functional and the def2-TZVPD basis
Zr 0.308 -0.131 -0.359
C -3.768 -1.216 1.180
C -2.406 -1.473 1.308
N -1.720 -0.890 0.326
N -2.632 -0.274 -0.460
C -3.865 -0.451 0.041
B -2.306 0.340 -1.842
N -1.473 -0.708 -2.603
C -1.397 -0.997 -3.914
C -0.467 -2.004 -4.085
C 0.007 -2.269 -2.800
N -0.607 -1.488 -1.914
N -1.466 1.631 -1.636
C -1.532 2.758 -2.361
C -0.754 3.716 -1.745
C -0.228 3.070 -0.628
N -0.660 1.809 -0.573
N -3.604 0.772 -2.475
C -4.434 0.247 -3.410
C -5.541 1.056 -3.495
C -5.316 2.066 -2.546
N -4.166 1.879 -1.940
H -4.569 -1.526 1.817
H -1.934 -2.069 2.067
H -4.732 -0.028 -0.423
H -1.986 -0.478 -4.647
H -0.192 -2.482 -5.004
H 0.732 -2.997 -2.477
H -2.117 2.826 -3.256
H -0.591 4.728 -2.052
H 0.413 3.470 0.138
H -4.199 -0.654 -3.939
H -6.391 0.952 -4.136
H -5.941 2.896 -2.289
O 2.778 4.256 -2.312
C 2.347 3.675 -3.423
C 2.430 4.388 -4.630
C 1.984 3.835 -5.807
C 1.438 2.548 -5.818
C 1.335 1.834 -4.645
C 1.775 2.377 -3.434
C 1.643 1.576 -2.223
O 0.931 0.510 -2.231
N 2.336 1.927 -1.144
N 2.239 0.964 -0.180
C 3.279 0.767 0.572
C 3.426 -0.451 1.298
C 4.449 -0.599 2.252
C 4.719 -1.818 2.824
C 4.001 -2.948 2.415
C 3.012 -2.849 1.469
C 2.647 -1.604 0.898
O 1.665 -1.544 0.043
H 2.787 3.606 -1.576
H 2.875 5.369 -4.606
H 2.062 4.393 -6.727
H 1.106 2.114 -6.747
H 0.924 0.834 -4.637
H 4.118 1.468 0.521
H 5.025 0.270 2.534
H 5.505 -1.914 3.556
H 4.231 -3.908 2.850
H 2.469 -3.724 1.143
C -5.080 3.019 2.568
N -3.853 2.282 2.394
C -2.868 2.450 1.499
N -1.861 1.637 1.767
C -2.289 0.981 2.869
N -3.482 1.339 3.263
C -5.030 3.932 3.781
C -5.814 5.080 3.873
C -5.754 5.877 5.010
C -4.899 5.576 6.057
C -4.103 4.437 5.957
C -4.204 3.611 4.838
C -3.107 4.045 6.923
N -2.950 4.328 8.185
N -1.897 3.669 8.618
C -1.400 2.989 7.621
O -2.136 3.190 6.512
C -0.261 2.103 7.612
C 0.264 1.657 8.824
C 1.321 0.769 8.816
C 1.889 0.375 7.615
C 1.403 0.855 6.400
C 2.184 0.519 5.145
N 1.426 0.156 3.972
C 1.072 0.869 2.895
N 0.531 0.067 1.982
C 0.578 -1.157 2.583
N 1.112 -1.121 3.770
C 0.302 1.695 6.399
H -5.894 2.300 2.713
H -5.267 3.591 1.657
H -2.914 3.132 0.675
H -1.713 0.246 3.395
H -6.474 5.358 3.064
H -6.374 6.758 5.067
H -4.834 6.204 6.930
H -3.629 2.700 4.817
H -0.175 2.002 9.745
H 1.707 0.380 9.743
H 2.728 -0.303 7.631
H 2.823 -0.340 5.361
H 2.815 1.375 4.890
H 1.187 1.933 2.801
H 0.223 -2.070 2.143
H -0.122 2.054 5.471
```

Computed properties:
2S+1 ... 2
Charge ... +2
F_max ... 2.729 eV/Å
Relative energy (zero: lowest compared OMol25 entry of this formula, charge and spin) ... 2.258 eV
Highest occupied orbital energy (alpha / beta) ... -11.8 / -11.8 eV
⟨S²⟩ ... 0.790